(1)
Below is a structure of composition C37H34IrN5O2Si in a non-equilibrium geometry, with properties calculated with ωB97M-V with the def2-TZVPD basis set.

```
80
Properties=species:S:1:pos:R:3:forces:R:3:mulliken_spin:R:1
Ir 0.089 0.316 -0.311 -1.786 0.441 -1.862 1.1863
O -3.807 4.989 3.055 -1.350 0.725 0.112 0.9157
C -2.796 4.398 3.558 2.728 -0.343 0.426 0.0085
O -2.083 4.685 4.499 -1.299 0.251 -0.025 0.0305
C -2.308 3.334 2.618 0.497 -2.510 -1.453 0.0146
C -1.264 2.504 3.056 1.150 -0.692 0.859 0.0173
C -0.565 1.604 2.194 -3.819 1.567 -1.378 0.0073
N -1.032 1.495 0.860 0.139 1.850 1.407 -0.0022
C -2.144 2.251 0.441 1.885 -1.203 2.654 -0.0484
C -2.794 3.072 1.315 -0.896 1.587 1.156 0.0156
C -2.492 2.242 -0.925 -0.389 -0.151 -2.997 0.1057
C -2.947 3.327 -1.653 0.486 -1.898 1.375 -0.0617
C -2.473 3.338 -3.036 0.405 -0.121 -1.227 0.0856
C -2.605 2.065 -3.854 -0.650 -1.752 0.412 0.0213
C -2.501 0.749 -3.009 0.410 1.212 1.019 0.0665
N -2.032 1.063 -1.601 0.463 1.075 -1.197 0.1330
C 0.480 0.696 2.571 1.535 -0.281 -1.689 -0.0956
C 1.108 0.734 3.863 -0.143 -0.493 -0.284 0.4035
C 1.708 -0.385 4.511 0.448 0.334 0.060 -0.0954
C 1.875 -1.654 4.019 -0.051 0.675 -0.804 0.3858
C 1.846 -1.992 2.552 -1.090 0.650 -0.340 0.0210
N 0.890 -0.004 1.447 0.154 -0.129 3.705 0.0930
H -0.926 2.477 4.126 -0.557 0.534 -1.196 -0.0026
H -3.694 3.575 0.907 0.761 -0.167 0.583 -0.0095
H -3.566 4.045 -1.141 0.417 0.711 -0.239 0.0053
H -2.757 4.130 -3.777 0.058 -0.129 1.432 -0.0020
H -3.418 1.987 -4.546 -0.671 0.078 -0.327 -0.0155
H -3.419 0.113 -2.961 0.960 0.279 -0.490 -0.0175
H 1.014 1.685 4.422 0.009 -0.834 -0.333 0.0077
H 2.123 -0.214 5.506 -0.636 0.031 -0.005 0.0109
H 2.024 -2.508 4.672 0.381 0.251 0.128 -0.0093
H 2.671 -2.658 2.373 0.662 -0.121 -0.220 0.0220
N 0.842 -1.105 -1.608 2.102 0.376 0.257 -0.0302
C -0.183 -1.836 -2.296 -0.117 -0.849 0.133 0.0169
C -0.424 -3.164 -1.951 0.222 -0.261 -1.679 0.0270
C -1.448 -3.846 -2.629 1.134 -1.599 0.536 -0.0001
C -2.131 -3.307 -3.706 0.179 0.506 -0.120 0.0141
C -1.789 -2.000 -4.063 -0.354 0.367 0.233 0.0973
C -0.888 -1.198 -3.311 -1.097 -2.028 0.534 -0.0683
C -1.026 0.258 -3.375 -0.386 0.036 1.012 -0.0695
C -0.601 0.946 -4.572 0.796 -0.625 -0.434 0.7036
C -1.229 2.229 -4.466 -0.433 2.606 -2.238 0.1253
C -0.826 3.145 -3.248 -0.547 3.162 -2.126 0.1536
C -0.002 2.399 -2.325 -0.297 0.855 -0.136 0.4597
C -0.564 1.108 -2.058 -0.910 -2.046 0.955 0.4834
H 1.510 -1.644 -1.035 -0.576 -0.364 -0.587 0.0053
H 1.399 -0.601 -2.315 -0.157 -0.284 0.406 0.0077
H 0.362 -3.744 -1.455 -0.731 0.460 0.315 0.0003
H -1.528 -4.938 -2.421 -0.243 0.998 -0.039 0.0003
H -2.883 -3.917 -4.242 0.630 0.655 0.270 0.0006
H -2.319 -1.514 -4.886 0.094 -0.077 0.186 0.0133
H 0.200 0.577 -5.211 -0.315 0.345 0.015 -0.0499
H -1.279 2.885 -5.390 0.301 -0.925 0.896 0.0220
H -0.526 4.167 -3.666 0.481 -1.482 1.100 0.0116
H 0.917 2.737 -1.859 -0.196 0.165 -0.069 -0.1090
C 4.938 -1.593 1.301 -1.400 0.000 -0.938 0.0016
Si 3.689 -0.098 1.291 0.268 -0.796 0.526 -0.0043
C 4.300 1.076 2.650 0.446 0.175 0.923 0.0058
C 3.655 0.774 -0.385 0.840 -0.293 -0.677 0.0134
N 2.002 -0.823 1.578 1.903 -1.165 0.863 -0.0437
C 0.598 -2.804 2.219 0.400 1.132 -0.401 0.0065
C -0.596 -2.509 2.846 -1.157 -0.531 0.714 -0.0052
C -1.760 -3.196 2.489 -0.591 -0.779 -0.896 0.0073
C -1.769 -4.092 1.379 1.629 0.846 1.123 0.0063
C -0.514 -4.420 0.824 -1.538 0.292 0.202 0.0010
C 0.617 -3.737 1.197 0.621 -0.856 0.266 -0.0036
H 5.858 -1.458 0.719 0.000 0.461 0.590 0.0004
H 4.475 -2.413 0.742 -0.284 -0.048 -0.104 -0.0004
H 5.097 -2.037 2.280 0.371 0.378 0.204 0.0003
H 5.037 1.803 2.250 -0.347 -0.394 -0.025 0.0015
H 4.872 0.511 3.457 -0.836 0.498 -0.977 0.0009
H 3.535 1.691 3.175 0.370 -0.477 -0.461 -0.0047
H 4.692 1.140 -0.651 -0.884 -0.653 0.337 0.0014
H 3.081 1.696 -0.387 -0.437 -0.004 0.055 -0.0042
H 3.314 0.107 -1.226 0.334 0.666 0.798 0.0024
H -0.679 -1.815 3.697 0.349 -0.296 -0.481 0.0047
H -2.671 -3.107 3.105 0.464 0.329 -0.599 -0.0002
H -2.674 -4.501 0.971 -0.268 -0.346 0.240 0.0002
H -0.423 -5.205 0.088 -0.177 -0.014 -0.172 -0.0004
H 1.538 -4.086 0.729 0.136 0.458 0.208 0.0011
```
Forces are in eV/Å.

Summary:
* total charge: +1
* orbital gap (spin up / spin down): 5.66 / 4.40 eV
* HOMO energy (spin up / spin down): -9.488 / -10.264 eV
* 2S+1: 6
* LUMO (spin up / spin down): -3.832 / -5.861 eV
* E: -61166.810 eV
* ΔE to the lowest compared entry with this formula, charge and spin: 4.7 kJ/mol
* ⟨S²⟩: 8.888



(2)
Below is a structure of composition CH18CuO12 in a non-equilibrium geometry, with properties calculated with ωB97M-V with the def2-TZVPD basis set.

```
32
Properties=species:S:1:pos:R:3:forces:R:3:lowdin_charge:R:1
Cu 19.937 -0.004 11.200 0.142 -3.271 3.679 0.2328
C 19.664 0.937 9.386 1.436 -3.764 -5.916 -0.7573
O 18.817 -0.054 9.742 -1.726 2.388 -1.488 -0.1927
O 20.002 0.899 8.129 -0.918 2.193 2.812 -0.0530
O 20.350 1.437 10.344 0.649 5.973 -2.239 -0.1084
O 18.182 -2.376 9.320 -0.939 -3.251 -0.502 -0.0730
H 17.275 -2.501 9.003 0.499 0.335 0.311 0.0297
H 18.333 -1.461 9.481 0.169 1.631 -0.186 -0.0792
O 20.999 -1.509 8.123 0.433 -2.386 0.979 -0.0373
H 20.566 -0.715 8.381 -1.282 1.310 0.473 -0.0485
H 21.418 -1.170 7.368 1.174 0.413 -1.710 0.0039
O 21.320 -1.272 11.352 2.676 -3.333 1.080 -0.0454
H 21.877 -2.072 11.181 -0.944 0.394 -0.739 0.1312
H 21.435 -1.226 12.303 -0.001 0.453 0.550 0.0745
O 23.070 0.109 9.945 -0.401 0.663 -1.435 -0.0219
H 23.844 0.082 10.456 1.651 -0.087 1.010 -0.0064
H 22.417 -0.405 10.413 -0.453 0.019 0.039 -0.0396
O 18.357 3.303 10.502 -1.057 1.036 -0.370 -0.0710
H 18.055 3.448 9.585 0.707 -0.144 0.556 0.0651
H 18.957 2.544 10.514 0.712 0.000 -0.190 -0.0138
O 16.627 1.158 10.382 -2.638 0.385 0.539 -0.0574
H 17.340 0.561 10.241 1.815 -1.176 -0.814 -0.0386
H 17.015 2.000 10.195 0.196 0.866 0.252 -0.0131
O 18.947 -0.231 12.743 -1.713 0.515 3.029 -0.0483
H 18.579 0.644 13.019 0.351 -1.028 -0.125 0.1335
H 19.145 -0.728 13.549 -0.049 0.214 0.076 0.1025
O 21.599 1.207 13.092 -0.363 -0.683 1.574 -0.0334
H 21.236 2.031 12.785 0.034 0.356 -0.706 0.0443
H 22.443 1.057 12.692 0.561 0.349 -0.740 0.0259
O 16.460 -1.136 11.886 -0.330 0.528 -0.121 -0.0973
H 16.269 -0.355 11.308 0.132 -0.795 0.864 0.0087
H 17.355 -0.972 12.228 -0.527 -0.104 -0.539 -0.0168
```
Forces are in eV/Å.

Summary:
* total charge: -1
* orbital gap: 5.26 eV
* HOMO energy: -3.278 eV
* 2S+1: 1
* LUMO: 1.986 eV
* E: -70537.877 eV



Question: The lowest 2S+1 belongs to which entry?
Answer: CH18CuO12